{"formula": "C38H37O2PPdSSi", "method": "ωB97M-V/def2-TZVPD", "lumo_ev": 0.3, "e_homo_ev": -7.26, "spin_multiplicity": 1, "orbital_gap_ev": 7.6, "de_lowest_kj_mol": 21.9, "species": ["Pd", "O", "C", "C", "C", "C", "C", "C", "C", "P", "C", "C", "C", "C", "C", "C", "C", "C", "C", "C", "C", "C", "H", "H", "H", "H", "H", "H", "H", "H", "H", "H", "H", "H", "H", "H", "O", "S", "C", "C", "C", "C", "C", "C", "C", "C", "C", "C", "C", "C", "C", "C", "H", "H", "H", "H", "H", "H", "H", "H", "H", "H", "H", "H", "H", "H", "C", "Si", "C", "C", "C", "C", "H", "H", "H", "H", "H", "H", "H", "H", "H"], "xyz": [[-0.425011, 0.381685, 0.550028], [1.970751, -0.009017, -0.578729], [1.495442, 0.304388, 0.472920], [2.315332, 0.475442, 1.711562], [3.677688, 0.698906, 1.550144], [4.490753, 0.833360, 2.662019], [3.938825, 0.715369, 3.929450], [2.584790, 0.466390, 4.091148], [1.744842, 0.354239, 2.983761], [-0.060556, 0.099996, 3.129003], [-0.203133, -0.345982, 4.904714], [-0.002625, -1.630417, 5.405506], [-0.116779, -1.880865, 6.764920], [-0.426829, -0.847397, 7.639499], [-0.631766, 0.434509, 7.150130], [-0.530909, 0.680456, 5.787785], [-0.280622, -1.558371, 2.360226], [0.748938, -2.347286, 1.841636], [0.470148, -3.572061, 1.247936], [-0.835414, -4.030048, 1.172744], [-1.870309, -3.253416, 1.680296], [-1.597335, -2.024293, 2.252276], [4.078080, 0.767662, 0.547914], [5.549806, 1.021047, 2.542690], [4.569310, 0.811507, 4.804695], [2.178112, 0.364270, 5.088139], [0.246272, -2.439362, 4.728237], [0.039544, -2.883288, 7.143126], [-0.514934, -1.043275, 8.700508], [-0.879999, 1.241998, 7.827046], [-0.706060, 1.678739, 5.401972], [1.776765, -2.013750, 1.910330], [1.280480, -4.166948, 0.846779], [-1.050299, -4.984011, 0.708709], [-2.894165, -3.597233, 1.610872], [-2.411173, -1.407205, 2.615746], [-2.530961, -0.234071, -0.126545], [-3.020550, 0.957602, -0.939853], [-2.172036, 0.759654, -2.535914], [-2.297193, 1.928043, -3.472377], [-3.016756, 1.825065, -4.656678], [-3.115147, 2.908054, -5.516258], [-2.488450, 4.104564, -5.198487], [-1.756122, 4.208436, -4.024429], [-1.656529, 3.125064, -3.163769], [-4.719907, 0.477927, -1.330907], [-5.500424, 1.490539, -2.126479], [-5.433205, 2.850487, -1.833413], [-6.167627, 3.762319, -2.575357], [-6.996144, 3.325082, -3.599403], [-7.085063, 1.970586, -3.881245], [-6.334053, 1.060286, -3.152566], [-2.491121, -0.186919, -2.975110], [-1.139279, 0.655418, -2.193313], [-3.497110, 0.889486, -4.913562], [-3.680218, 2.815554, -6.434886], [-2.562596, 4.950817, -5.869516], [-1.251496, 5.134635, -3.779551], [-1.083368, 3.202185, -2.244708], [-5.153841, 0.338134, -0.338032], [-4.684265, -0.499278, -1.815445], [-4.794488, 3.204276, -1.032673], [-6.093127, 4.818221, -2.349933], [-7.570490, 4.039188, -4.175230], [-7.733747, 1.621061, -4.674360], [-6.397513, 0.002363, -3.381095], [1.161730, 5.895674, -1.289220], [0.188538, 5.354145, 0.216018], [-1.518500, 6.129966, 0.173241], [1.078960, 5.890737, 1.772561], [0.015398, 3.540763, 0.214809], [-0.111534, 2.328687, 0.260981], [1.253427, 6.984144, -1.324322], [0.677057, 5.565230, -2.210725], [2.166747, 5.469589, -1.275160], [-1.459965, 7.215940, 0.066572], [-2.059882, 5.908355, 1.095650], [-2.107084, 5.736299, -0.657964], [1.262522, 6.967687, 1.780802], [2.039578, 5.379159, 1.858891], [0.486921, 5.639061, 2.655011]], "forces_ev_per_angstrom": [[-0.167, -0.341, -0.121], [0.095, -0.122, -0.206], [0.210, 0.353, 0.113], [-0.123, 0.014, 0.012], [0.044, 0.031, 0.082], [0.013, 0.002, -0.034], [0.050, 0.011, 0.050], [-0.098, 0.038, -0.044], [0.144, -0.004, -0.064], [-0.064, 0.037, 0.448], [0.007, -0.056, 0.044], [0.021, 0.008, -0.003], [0.000, 0.010, -0.006], [-0.001, -0.002, 0.005], [-0.003, 0.008, 0.009], [-0.003, -0.022, 0.016], [-0.038, 0.068, -0.283], [0.029, -0.119, 0.016], [0.027, 0.010, 0.032], [-0.036, 0.020, 0.013], [-0.001, -0.054, -0.016], [-0.009, 0.025, -0.013], [-0.008, -0.002, -0.013], [0.000, 0.003, 0.001], [-0.003, -0.003, -0.005], [0.009, -0.006, 0.008], [-0.005, -0.001, 0.019], [-0.001, 0.003, 0.000], [0.002, 0.001, -0.002], [-0.002, -0.004, 0.003], [-0.003, -0.002, 0.000], [-0.026, -0.017, -0.005], [-0.002, 0.003, -0.002], [0.001, 0.000, 0.002], [0.003, 0.001, -0.005], [0.010, 0.009, -0.007], [0.022, 0.351, 0.152], [-0.065, 0.047, -0.121], [-0.002, -0.022, -0.016], [-0.030, -0.013, 0.057], [-0.036, -0.023, 0.042], [-0.012, 0.038, -0.013], [-0.024, -0.008, -0.032], [0.021, -0.021, 0.052], [-0.044, 0.077, 0.047], [-0.007, -0.031, -0.028], [0.062, -0.011, -0.004], [0.039, -0.001, -0.027], [-0.010, -0.001, 0.002], [0.000, 0.029, -0.009], [0.019, -0.001, -0.023], [0.042, -0.018, -0.028], [-0.055, 0.015, 0.028], [0.031, -0.043, -0.014], [-0.054, -0.038, 0.015], [0.005, 0.005, 0.001], [-0.002, -0.004, 0.004], [-0.014, 0.006, 0.002], [0.009, -0.001, -0.006], [0.023, -0.007, 0.023], [0.019, 0.014, -0.023], [0.006, -0.007, -0.006], [-0.002, -0.004, 0.000], [0.002, -0.005, 0.005], [0.007, 0.002, 0.006], [0.008, 0.008, -0.005], [0.002, 0.002, -0.013], [-0.042, 0.041, 0.003], [0.008, -0.003, 0.015], [0.004, -0.021, 0.001], [0.021, -0.032, -0.027], [-0.035, -0.208, -0.051], [0.002, -0.007, -0.007], [0.002, 0.001, 0.006], [-0.006, -0.004, 0.002], [-0.001, -0.003, 0.005], [0.003, -0.005, -0.009], [0.007, 0.002, -0.033], [-0.010, 0.001, -0.009], [0.002, 0.009, 0.001], [0.012, -0.005, -0.004]]}


{"formula": "C49H41BrKN9O6SSe2", "method": "ωB97M-V/def2-TZVPD", "lumo_ev": 3.7, "e_homo_ev": -2.08, "spin_multiplicity": 1, "orbital_gap_ev": 5.8, "de_lowest_kj_mol": 0.0, "charge": -2, "species": ["K", "O", "C", "C", "C", "C", "C", "C", "C", "O", "N", "N", "C", "C", "Br", "C", "C", "C", "C", "C", "C", "C", "H", "H", "H", "H", "H", "H", "H", "H", "H", "H", "H", "H", "H", "H", "Se", "Se", "C", "C", "C", "C", "C", "N", "C", "C", "C", "C", "C", "N", "H", "H", "H", "H", "H", "H", "H", "H", "C", "C", "C", "C", "N", "C", "C", "C", "C", "C", "C", "C", "H", "H", "H", "H", "H", "H", "H", "H", "C", "N", "C", "C", "C", "N", "C", "O", "N", "H", "H", "H", "H", "H", "H", "H", "O", "S", "O", "N", "C", "O", "C", "C", "C", "C", "C", "C", "H", "H", "H", "H"], "xyz": [[0.139229, 0.404626, 0.157510], [2.935961, 2.827746, 1.237322], [2.293533, 3.960392, 1.236946], [2.764137, 5.080905, 0.514239], [2.097940, 6.291153, 0.532913], [0.932237, 6.457403, 1.274607], [0.452077, 5.374173, 2.000857], [1.094491, 4.148029, 1.991079], [0.605933, 2.977923, 2.824146], [0.817204, 1.770609, 2.124688], [-0.755967, 3.089065, 3.302714], [-1.882966, 2.915414, 2.555985], [-1.869258, 3.025984, 1.288383], [-3.116192, 2.880387, 0.525803], [-4.718529, 2.829856, 1.547258], [-3.106937, 2.689801, -0.792741], [-4.258062, 2.410646, -1.671717], [-4.221184, 1.270085, -2.473246], [-5.292162, 0.956147, -3.295884], [-6.401047, 1.788972, -3.347147], [-6.433121, 2.939546, -2.570980], [-5.370108, 3.247187, -1.735721], [1.734929, 1.944583, 1.702708], [3.669255, 4.946820, -0.067619], [2.493321, 7.118297, -0.048686], [0.404873, 7.402978, 1.281744], [-0.456591, 5.470246, 2.586896], [1.186507, 2.946011, 3.761846], [-0.895019, 2.623571, 4.183605], [-0.973194, 3.218679, 0.698575], [-2.121089, 2.653156, -1.256116], [-3.351081, 0.627211, -2.431130], [-5.254924, 0.050984, -3.888997], [-7.239041, 1.541747, -3.987797], [-7.290951, 3.600494, -2.609072], [-5.392190, 4.140285, -1.124976], [-0.346011, -2.589396, 1.235174], [-3.224875, -4.444316, -1.450426], [-4.136522, -3.022590, -0.589026], [-5.515424, -3.125194, -0.297768], [-6.183270, -2.087047, 0.305281], [-5.486521, -0.924047, 0.640257], [-4.139546, -0.901532, 0.340450], [-3.475372, -1.904718, -0.239655], [1.420689, -3.241923, 0.790553], [1.449524, -4.185214, -0.233512], [2.676644, -4.498377, -0.793148], [3.815125, -3.893282, -0.285175], [3.671073, -2.992932, 0.757622], [2.495671, -2.649617, 1.281739], [-6.028232, -4.037326, -0.572182], [-7.243673, -2.174323, 0.518658], [-5.954815, -0.065083, 1.100276], [-3.548896, -0.025117, 0.592954], [0.523504, -4.601795, -0.606549], [2.734661, -5.165811, -1.642623], [4.789571, -4.066797, -0.720692], [4.540536, -2.492108, 1.173941], [3.776011, -1.001971, 4.071118], [3.776076, -2.333812, 4.448879], [2.571135, -3.013309, 4.486965], [1.410329, -2.326922, 4.145263], [1.397314, -1.038320, 3.815442], [2.561855, -0.401256, 3.767192], [0.086010, -3.007017, 4.175604], [-0.391170, -3.481953, 5.395895], [-1.656284, -4.031005, 5.514060], [-2.467432, -4.124600, 4.392956], [-1.992675, -3.699110, 3.162481], [-0.719084, -3.138978, 3.043101], [4.691724, -0.429766, 3.999694], [4.701156, -2.843641, 4.692000], [2.519943, -4.063227, 4.745373], [2.524021, 0.639445, 3.467381], [0.244609, -3.383701, 6.268947], [-2.010606, -4.375052, 6.478198], [-3.461732, -4.548098, 4.458444], [-2.603738, -3.818271, 2.274979], [1.839290, 2.218685, -4.065375], [0.778777, 1.252335, -3.830682], [0.710711, 0.091892, -4.542338], [-0.214762, -0.844841, -4.274188], [-1.054886, -0.605194, -3.134752], [-1.017001, 0.541427, -2.464630], [-0.137221, 1.515239, -2.807260], [-0.058329, 2.580973, -2.192323], [-1.879279, -1.552370, -2.701280], [1.464956, 3.093215, -4.599900], [2.623331, 1.730421, -4.642499], [2.242822, 2.549289, -3.110312], [1.484415, -0.051410, -5.284844], [-0.204400, -1.794977, -4.783206], [-1.836616, -2.501332, -3.041387], [-2.323036, -1.477818, -1.784186], [3.465262, -1.751561, -5.085233], [3.681083, -2.185748, -3.718827], [4.492272, -3.371741, -3.553079], [2.303931, -2.278748, -2.907162], [2.205432, -1.319525, -1.983242], [1.232000, -1.074442, -1.259781], [3.451647, -0.454847, -1.879230], [3.696791, 0.603311, -1.020368], [4.918383, 1.258775, -1.126226], [5.864272, 0.853621, -2.066697], [5.613028, -0.207627, -2.930115], [4.390923, -0.840631, -2.809648], [2.987184, 0.959300, -0.283941], [5.110662, 2.092512, -0.463062], [6.809830, 1.380106, -2.129040], [6.345206, -0.520296, -3.663299]], "forces_ev_per_angstrom": [[-0.838, 0.591, 0.301], [-0.268, -0.134, -0.038], [0.128, -0.019, 0.155], [-0.034, -0.010, -0.029], [0.052, -0.005, -0.033], [-0.002, 0.015, 0.013], [-0.069, -0.025, 0.003], [-0.040, 0.071, -0.026], [0.142, 0.042, -0.010], [0.195, 0.157, 0.052], [-0.158, -0.058, 0.015], [0.238, 0.129, 0.003], [0.005, 0.063, 0.083], [0.174, -0.131, -0.068], [-0.079, 0.015, 0.019], [-0.021, -0.020, 0.027], [0.015, 0.018, -0.005], [-0.048, -0.018, 0.010], [0.020, -0.013, -0.002], [-0.017, -0.007, -0.013], [-0.007, 0.024, 0.021], [0.041, -0.011, 0.011], [-0.010, 0.126, 0.174], [0.002, 0.023, -0.002], [-0.021, 0.016, 0.010], [0.000, 0.002, -0.004], [0.007, 0.016, 0.001], [0.023, 0.040, -0.038], [0.013, 0.004, 0.017], [-0.004, 0.007, -0.015], [-0.027, 0.029, -0.008], [-0.081, 0.063, -0.002], [-0.016, -0.004, -0.004], [0.000, 0.001, -0.005], [-0.013, -0.009, -0.013], [-0.028, 0.009, -0.001], [0.011, -0.029, 0.052], [-0.109, 0.065, 0.062], [0.029, -0.139, 0.048], [-0.007, -0.137, -0.057], [-0.001, 0.110, 0.067], [0.063, -0.082, -0.050], [-0.064, 0.025, 0.172], [0.050, 0.159, -0.191], [-0.224, -0.028, -0.037], [0.097, 0.016, 0.041], [-0.054, -0.032, 0.021], [0.020, 0.028, 0.037], [0.059, -0.001, 0.012], [0.066, 0.006, 0.070], [0.006, 0.008, -0.003], [-0.003, 0.006, -0.013], [-0.029, -0.030, 0.004], [0.017, 0.044, -0.049], [-0.008, 0.001, -0.009], [0.036, 0.004, 0.005], [-0.017, -0.038, -0.035], [-0.019, 0.013, 0.013], [0.001, -0.003, -0.017], [0.013, -0.021, 0.000], [-0.003, 0.037, 0.008], [-0.064, -0.053, 0.043], [0.050, 0.008, -0.030], [0.033, 0.021, 0.007], [-0.046, 0.043, -0.056], [0.127, 0.019, 0.006], [-0.089, -0.035, 0.015], [0.022, -0.003, -0.029], [0.055, -0.034, 0.093], [-0.143, -0.163, -0.188], [0.004, -0.009, 0.012], [0.002, 0.009, -0.007], [0.002, -0.002, -0.007], [-0.028, 0.010, -0.021], [-0.017, 0.003, 0.008], [0.007, -0.002, 0.004], [-0.001, -0.003, 0.038], [0.021, 0.014, -0.029], [0.023, -0.039, 0.025], [-0.013, 0.015, -0.094], [-0.002, 0.037, 0.032], [0.004, 0.117, 0.056], [0.198, -0.200, -0.010], [-0.046, 0.193, -0.105], [0.040, -0.343, 0.296], [0.041, 0.047, -0.020], [-0.105, -0.038, -0.012], [0.001, 0.000, 0.008], [0.000, 0.031, -0.018], [-0.005, 0.004, -0.004], [-0.012, -0.039, -0.014], [-0.025, -0.008, -0.001], [0.037, 0.013, -0.044], [0.026, 0.006, 0.067], [0.020, -0.040, -0.023], [0.036, -0.048, -0.037], [-0.016, -0.011, -0.042], [-0.104, 0.059, -0.002], [0.266, 0.244, 0.026], [0.542, -0.821, -0.698], [-0.176, -0.085, 0.039], [0.070, 0.081, -0.050], [-0.018, -0.048, -0.022], [0.039, 0.081, 0.027], [-0.046, 0.007, 0.032], [0.138, 0.076, 0.024], [-0.030, -0.067, -0.028], [0.004, 0.008, 0.007], [-0.003, -0.009, -0.004], [-0.022, -0.023, -0.019]]}


{"formula": "C6H8BN", "method": "ωB97M-V/def2-TZVPD", "lumo_ev": -0.2, "e_homo_ev": -8.71, "spin_multiplicity": 1, "orbital_gap_ev": 8.5, "smiles": "CBc1cccnc1", "de_lowest_kj_mol": 634.6, "species": ["C", "B", "C", "C", "C", "C", "N", "C", "H", "H", "H", "H", "H", "H", "H", "H"], "xyz": [[-1.234582, 1.700059, -1.943352], [0.300784, 1.348327, -1.367218], [0.394033, 0.165004, -0.212932], [0.516867, 0.560190, 1.408920], [0.540245, -0.809953, 2.344633], [0.462660, -2.344700, 1.810451], [0.403933, -2.623500, 0.347107], [0.373024, -1.429070, -0.543508], [-1.330285, 1.458264, -3.091608], [-2.061457, 1.083543, -1.383441], [-1.507155, 2.844348, -1.799828], [1.212121, 1.973445, -1.770648], [0.573636, 1.656228, 1.813702], [0.588546, -0.654505, 3.523386], [0.451871, -3.246229, 2.575633], [0.315758, -1.681452, -1.711298]], "forces_ev_per_angstrom": [[-0.469, -0.041, 0.188], [-2.657, -1.066, 0.605], [0.684, -2.656, 3.851], [-0.251, -5.918, -2.238], [-0.319, 0.275, -1.811], [0.057, 4.055, -2.569], [0.068, 5.204, 2.194], [-0.040, 0.998, 1.660], [0.265, 0.562, 2.112], [1.593, 1.148, -1.116], [0.694, -2.236, -0.414], [0.390, 0.021, 0.083], [-0.136, -2.495, -0.758], [-0.089, -0.383, -2.826], [0.063, 2.133, -1.938], [0.145, 0.399, 2.977]]}